--- a ---
16
Properties=species:S:1:pos:R:3 method="wB97M-V/def2-TZVPD" spin_multiplicity=1 e_homo_ev=-10.0 e_lumo_ev=0.57
C -0.371 1.352 -0.402
C 0.041 0.050 0.037
C -0.987 -0.906 -0.361
C 1.270 -0.651 -0.455
H -1.242 1.539 0.228
H -0.824 1.598 -1.443
H 0.359 2.204 -0.127
H 1.210 -0.034 2.072
H -0.798 0.784 1.760
H -0.821 -1.696 0.185
H -0.958 -1.440 -1.357
H 1.444 -0.720 -1.524
N -0.117 -0.136 1.541
F -2.369 -0.372 -0.172
F 1.409 -1.821 0.087
Cl 2.753 0.251 -0.069

***

--- b ---
16
Properties=species:S:1:pos:R:3 method="wB97M-V/def2-TZVPD" spin_multiplicity=1 e_homo_ev=-9.4 e_lumo_ev=0.66
C -1.867 0.545 0.315
C 0.426 0.150 -0.207
C 0.227 -1.405 -0.696
C 1.814 0.558 0.113
H -2.394 1.573 0.901
H -2.680 -0.566 0.855
H -1.887 0.805 -0.982
H -0.422 -0.193 1.643
H 0.095 0.757 -1.088
H 1.146 -1.811 -1.360
H -0.755 -1.498 -0.968
H 0.182 -2.027 0.230
N -0.444 0.569 0.844
F 2.599 0.133 -0.985
F 2.015 0.028 1.290
Cl 1.944 2.381 0.095

***

Of them, a has the lowest stability.

***

--- a ---
14
Properties=species:S:1:pos:R:3 method="wB97M-V/def2-TZVPD" spin_multiplicity=1 e_homo_ev=-14.4 charge=+1 e_lumo_ev=-3.09
N -1.081 -0.646 -2.013
H -2.068 -0.837 -1.838
H -1.115 0.317 -2.370
H -0.283 -0.611 -0.382
H -0.902 -1.143 -2.882
N 0.414 1.539 1.217
C 1.106 0.350 1.027
N 0.107 -0.802 0.584
H 0.103 1.749 2.153
H 0.547 2.341 0.637
H 1.765 0.423 0.169
H 1.564 -0.078 1.910
H -0.728 -0.896 1.163
H 0.570 -1.704 0.624

***

--- b ---
14
Properties=species:S:1:pos:R:3 method="wB97M-V/def2-TZVPD" spin_multiplicity=1 e_homo_ev=-13.6 charge=+1 e_lumo_ev=-3.49
N -1.763 0.397 -0.674
H -2.089 0.701 -1.620
H -0.977 -0.333 -0.521
H -2.556 -0.039 -0.178
H -1.543 1.381 -0.393
N 1.129 0.914 -0.296
C 1.217 -0.271 0.534
N 0.066 -1.219 0.491
H 0.808 1.782 0.132
H 1.976 0.960 -0.884
H 1.299 0.170 1.529
H 2.073 -0.889 0.327
H 0.610 -2.079 0.137
H -0.251 -1.476 1.416

***

Of them, b has the lowest stability.

***

--- a ---
23
Properties=species:S:1:pos:R:3 method="wB97M-V/def2-TZVPD" spin_multiplicity=1 e_homo_ev=-6.8 e_lumo_ev=0.83
C -0.212 -0.995 1.808
C 1.418 0.779 1.649
C 0.435 0.085 2.353
C -0.003 -1.539 0.544
C -2.152 0.318 -1.682
C 2.335 0.779 -1.705
C -2.075 -0.866 -0.679
N 1.423 0.548 0.392
N -0.839 -1.620 -0.449
O 0.217 0.466 3.677
O 2.437 1.142 -0.352
H -0.865 -1.476 2.612
H 2.225 1.472 2.167
H -1.614 0.006 -2.577
H -3.174 0.695 -1.811
H -1.505 1.227 -1.377
H 3.319 0.693 -2.196
H 1.870 1.567 -2.454
H 1.838 -0.093 -1.761
H -2.459 -0.353 0.130
H -2.941 -1.468 -1.118
H -0.615 -2.331 -1.123
H 0.940 0.965 3.952

***

--- b ---
23
Properties=species:S:1:pos:R:3 method="wB97M-V/def2-TZVPD" spin_multiplicity=1 e_homo_ev="-6.8 / -6.0" e_lumo_ev="0.76 / 0.74"
C 0.162 0.512 -0.881
C -1.065 -1.197 0.453
C -1.100 1.406 0.806
C 0.240 -1.813 0.753
C -1.059 0.205 -0.208
C -2.335 0.401 -1.052
C 2.682 0.458 -0.725
N 1.449 -1.060 0.503
N 1.319 -0.067 -0.381
O -0.451 -2.198 -0.352
O -0.362 1.173 2.023
H 0.275 1.364 -1.597
H -1.829 -1.563 1.094
H -0.806 2.429 0.605
H 0.473 -2.486 1.606
H -2.557 1.380 -1.591
H -3.105 0.084 -0.351
H -2.189 -0.425 -1.833
H 2.962 0.708 -1.832
H 2.906 1.366 -0.207
H 3.307 -0.358 -0.481
H 1.705 -0.580 1.365
H -0.621 0.260 2.283

***

--- c ---
23
Properties=species:S:1:pos:R:3 method="wB97M-V/def2-TZVPD" smiles="C[C@H]1[C@@H]2NCC[C@H]1N(O)C2=O" spin_multiplicity=1 e_homo_ev=-8.7 e_lumo_ev=0.74
C 0.763 -1.590 1.571
C -0.169 -0.624 0.892
C -0.016 -0.903 -0.667
C -1.098 -0.042 -1.382
C -1.866 0.794 -0.466
C 0.214 0.986 0.971
C 1.360 0.845 0.034
H 0.910 -1.433 2.669
H 0.191 -2.473 1.374
H 1.784 -1.522 1.019
H -1.124 -0.759 1.215
H 0.169 -1.911 -1.027
H -0.507 0.516 -2.108
H -1.869 -0.759 -1.986
H -2.448 0.229 0.377
H -2.726 1.336 -1.086
H -1.350 2.385 0.873
H 0.484 1.401 1.953
H 2.664 0.529 -1.631
N -0.814 1.681 0.273
N 1.330 -0.283 -0.765
O 2.359 1.618 -0.045
O 1.757 -0.019 -2.060

***

Of them, b has the lowest stability.

***

--- a ---
17
Properties=species:S:1:pos:R:3 method="wB97M-V/def2-TZVPD" spin_multiplicity=1 e_homo_ev=-4.5 charge=-1 e_lumo_ev=4.07
C -0.277 1.065 0.741
O 0.076 -0.264 0.537
C -0.905 1.694 -0.510
H -0.977 1.177 1.580
H 0.641 1.646 0.954
H -0.812 2.764 -0.664
H -0.555 1.140 -1.380
H -1.987 1.511 -0.511
H -1.126 -2.480 -0.744
H -1.102 -0.985 -0.428
O -1.660 -1.695 -0.854
H 1.661 0.423 -0.883
H 2.081 -0.778 -1.638
O 2.224 0.161 -1.644
H 1.404 -2.386 1.631
H 0.506 -1.083 1.599
O 0.808 -1.909 2.216

***

--- b ---
17
Properties=species:S:1:pos:R:3 method="wB97M-V/def2-TZVPD" spin_multiplicity=1 e_homo_ev=-4.5 charge=-1 e_lumo_ev=4.15
C -0.055 0.589 1.201
O 0.074 -0.030 -0.015
C -0.108 -0.427 2.387
H -0.940 1.221 1.119
H 0.831 1.270 1.396
H -0.190 0.044 3.354
H 0.816 -1.014 2.373
H -0.972 -1.095 2.181
H -0.232 -2.901 -1.040
H 0.171 -1.777 -0.037
O -0.194 -2.702 -0.105
H 1.400 1.784 -2.052
H 1.021 0.722 -0.865
O 1.790 1.244 -1.372
H -1.580 2.104 -1.370
H -0.762 0.757 -1.128
O -1.488 1.210 -1.694

***

Of them, a has the lowest stability.

***

--- a ---
25
Properties=species:S:1:pos:R:3 method="wB97M-V/def2-TZVPD" spin_multiplicity=1 e_homo_ev=-5.6 charge=-1 e_lumo_ev=3.46
Cl -1.486 1.285 0.890
C 1.972 2.106 1.016
O 1.283 2.506 -0.159
H 1.775 1.054 1.252
H 3.040 2.254 0.863
H 1.651 2.691 1.884
H 0.338 2.383 0.041
C -2.513 0.507 -3.090
O -3.118 1.077 -1.955
H -2.774 -0.547 -3.243
H -2.810 1.066 -3.984
H -1.420 0.589 -3.047
H -2.497 0.981 -1.214
C 2.247 -1.257 -0.774
O 0.856 -1.232 -0.556
H 2.540 -2.212 -1.214
H 2.555 -0.518 -1.532
H 2.820 -1.075 0.140
H 0.591 -0.367 -0.216
C -0.667 -2.039 2.745
O -1.645 -1.960 1.743
H 0.342 -1.994 2.319
H -0.751 -1.229 3.487
H -0.804 -2.960 3.313
H -1.522 -1.111 1.290

***

--- b ---
25
Properties=species:S:1:pos:R:3 method="wB97M-V/def2-TZVPD" spin_multiplicity=1 e_homo_ev=-3.7 charge=-1 e_lumo_ev=2.66
Cl 0.012 1.367 3.845
C 5.629 1.933 0.119
O 5.287 0.779 0.874
H 6.128 2.724 0.678
H 6.304 1.575 -0.658
H 4.742 2.456 -0.238
H 4.565 1.112 1.413
C -5.430 1.996 -0.908
O -4.488 2.242 0.092
H -5.028 1.244 -1.588
H -6.402 1.718 -0.500
H -5.498 2.862 -1.566
H -3.602 2.102 -0.250
C -1.524 -4.089 1.662
O -0.310 -4.111 2.420
H -1.615 -3.257 0.964
H -1.616 -4.996 1.064
H -2.394 -3.986 2.311
H 0.024 -3.217 2.530
C 0.873 -0.286 -2.294
O 0.291 0.883 -1.761
H 1.406 -0.849 -1.528
H 0.325 -1.099 -2.770
H 1.655 -0.089 -3.027
H 0.667 0.986 -0.883

***

Of them, b has the lowest stability.

***

--- a ---
20
Properties=species:S:1:pos:R:3 method="wB97M-V/def2-TZVPD" spin_multiplicity=2 e_homo_ev="-13.5 / -13.4" charge=+1 e_lumo_ev="-3.15 / -7.85"
C -0.025 -0.807 0.861
C 1.398 -0.467 1.290
C 2.409 -0.679 0.199
C 2.664 0.144 -0.798
C -0.585 0.311 -0.035
N -1.868 -0.048 -0.586
C -2.928 0.911 -0.662
H -0.037 -1.795 0.394
H -0.696 -0.904 1.716
H 1.659 -1.066 2.162
H 1.490 0.558 1.659
H 2.917 -1.638 0.229
H 3.351 -0.165 -1.579
H 2.238 1.140 -0.854
H 0.158 0.399 -0.848
H -0.693 1.282 0.440
H -1.709 -0.554 -1.458
H -2.650 1.883 -0.276
H -3.272 0.959 -1.701
H -3.823 0.536 -0.153

***

--- b ---
20
Properties=species:S:1:pos:R:3 method="wB97M-V/def2-TZVPD" spin_multiplicity=2 e_homo_ev="-13.8 / -15.4" charge=+1 e_lumo_ev="-4.99 / -6.31"
C 0.251 0.766 3.313
C 0.650 0.821 1.864
C -0.562 0.888 0.925
C -0.679 -0.125 -0.022
N 0.316 -0.080 -0.977
C -0.112 -0.209 -2.373
C -0.073 -1.699 -2.824
H -0.014 1.749 3.730
H 1.034 0.390 3.981
H -0.741 0.300 3.416
H 1.339 1.654 1.648
H 1.184 -0.063 1.493
H -1.390 1.512 1.259
H -1.438 -0.847 -0.352
H 0.951 0.670 -0.722
H 0.549 0.323 -3.046
H -1.158 0.097 -2.464
H 0.848 -2.088 -2.406
H -0.880 -2.368 -2.533
H -0.074 -1.691 -3.910

***

Of them, b has the lowest stability.